Entry 1:
Here is a structure of composition C31H38FIrN3O4S3 from OMol25. Energies are from ωB97M-V/def2-TZVPD.

Results
DFT total energy (hartree): -3066.60974
F_max (eV Å⁻¹): 0.5
Kohn-Sham gap (alpha / beta) (eV): 5.614 / 4.897

```
! wB97M-V def2-TZVPD RIJCOSX def2/J DEFGRID3
* xyz 4 2
Ir 1.437 -0.181 2.695
F -0.751 -2.173 -3.437
C -0.894 -0.932 -2.945
C -0.377 -0.696 -1.714
C -0.501 0.568 -1.105
C 0.018 0.850 0.193
O 0.583 -0.122 0.867
C -0.148 2.148 0.682
C -0.850 3.085 -0.063
N -1.339 2.831 -1.261
C -2.104 3.871 -1.958
C -1.669 5.299 -1.859
C -1.497 4.555 -3.148
C -1.182 1.564 -1.831
C -1.701 1.299 -3.100
C -1.589 0.052 -3.712
N -2.109 -0.213 -4.958
C -1.830 -1.454 -5.701
C -2.410 -1.385 -7.109
N -2.103 -0.052 -7.729
C -2.723 1.095 -6.946
C -3.149 0.606 -5.566
C 0.476 2.603 1.923
O 0.328 3.663 2.446
O 1.374 1.728 2.509
H 0.123 -1.506 -1.204
H -1.007 4.079 0.334
H -3.164 3.649 -1.954
H -0.764 5.535 -1.315
H -2.451 6.039 -1.777
H -0.485 4.280 -3.415
H -2.150 4.792 -3.976
H -2.182 2.115 -3.613
H -2.262 -2.335 -5.225
H -0.752 -1.607 -5.767
H -3.490 -1.504 -7.133
H -1.970 -2.164 -7.729
H -2.436 -0.035 -8.696
H -1.090 0.070 -7.780
H -3.580 1.462 -7.508
H -1.975 1.882 -6.888
H -4.081 0.040 -5.632
H -3.380 1.476 -4.962
C 4.754 0.170 4.210
C 4.268 -1.235 4.538
S 2.504 -1.674 4.255
C 1.623 -1.545 5.831
C 1.518 -0.116 6.265
S 0.916 0.862 4.850
C 1.820 2.428 5.125
C 3.268 2.539 4.667
S 4.465 1.439 5.466
H 4.412 0.508 3.229
H 5.840 0.082 4.127
H 4.439 -1.492 5.586
H 4.787 -1.973 3.924
H 2.159 -2.175 6.545
H 0.654 -2.011 5.638
H 2.484 0.292 6.559
H 0.786 0.025 7.065
H 1.737 2.516 6.213
H 1.199 3.198 4.671
H 3.582 3.556 4.913
H 3.354 2.449 3.588
C 2.457 -3.768 0.500
C 1.611 -2.905 1.371
O 2.178 -1.817 1.709
C 0.298 -3.316 1.816
C -0.195 -4.567 1.407
C -1.441 -5.009 1.815
C -2.226 -4.208 2.632
C -1.760 -2.960 3.055
C -0.517 -2.534 2.653
H 3.354 -3.232 0.206
H 1.911 -4.093 -0.386
H 2.741 -4.669 1.053
H 0.401 -5.208 0.773
H -1.799 -5.979 1.500
H -3.202 -4.550 2.952
H -2.375 -2.343 3.697
H -0.196 -1.560 3.052
*
```

Entry 2:
Here is a structure of composition C41H44GeIrN2O5S in a non-equilibrium geometry from OMol25. Energies are from ωB97M-V/def2-TZVPD.

Results
DFT total energy (hartree): -4653.30180
F_max (eV Å⁻¹): 5.9
Kohn-Sham gap (alpha / beta) (eV): 3.483 / 3.507

```
! wB97M-V def2-TZVPD RIJCOSX def2/J DEFGRID3
* xyz 2 2
Ir 1.788 -1.057 0.867
C 2.904 -3.865 -0.128
C 4.210 -3.145 0.170
N 3.968 -1.705 0.305
C 4.916 -1.021 1.197
C 4.775 -1.487 2.644
S 3.036 -1.722 3.154
C 2.769 -3.524 3.046
C 1.676 -3.911 2.058
N 1.812 -3.345 0.705
H 2.629 -3.696 -1.169
H 3.036 -4.941 0.020
H 4.646 -3.519 1.092
H 4.929 -3.351 -0.625
H 4.040 -1.277 -0.614
H 5.951 -1.177 0.873
H 4.705 0.046 1.137
H 5.317 -2.407 2.859
H 5.174 -0.721 3.307
H 3.722 -4.008 2.849
H 2.442 -3.826 4.039
H 1.635 -5.005 2.012
H 0.725 -3.546 2.441
H 0.936 -3.529 0.227
O 1.481 0.894 2.250
C 1.541 2.278 2.092
C 2.608 2.101 -0.672
O 2.414 3.211 -0.921
O 2.835 0.973 -0.452
C 0.241 2.956 1.907
C -0.509 2.881 0.737
C -1.718 3.556 0.650
C -2.213 4.261 1.736
C -1.494 4.299 2.923
C -0.268 3.662 3.003
C 2.737 2.960 2.400
C 3.863 2.312 2.964
C 5.002 3.023 3.276
C 5.086 4.385 3.006
C 4.003 5.035 2.416
C 2.850 4.345 2.117
H 1.940 0.650 3.068
H -0.135 2.322 -0.113
H -2.282 3.537 -0.276
H -3.151 4.792 1.652
H -1.896 4.814 3.786
H 0.309 3.696 3.919
H 3.821 1.252 3.197
H 5.832 2.522 3.758
H 5.979 4.938 3.261
H 4.063 6.092 2.193
H 2.019 4.844 1.638
O -0.414 -0.615 -0.047
C -0.897 -0.929 1.069
O -0.162 -1.465 1.943
C -2.356 -0.711 1.374
C -3.128 0.072 0.314
Ge -2.931 -0.474 -1.587
C -1.455 0.324 -2.609
C -0.469 -0.507 -3.135
C 0.694 0.044 -3.653
C 0.872 1.421 -3.658
C -0.127 2.255 -3.174
C -1.290 1.703 -2.654
C -4.623 0.277 -2.500
C -4.551 1.192 -3.552
C -5.711 1.818 -3.965
C -6.934 1.479 -3.374
C -7.004 0.510 -2.372
C -5.851 -0.123 -1.952
C -3.216 -2.367 -2.015
C -3.199 -2.735 -3.365
C -3.359 -4.062 -3.729
C -3.557 -5.025 -2.748
C -3.603 -4.662 -1.406
C -3.449 -3.336 -1.039
H -2.400 -0.178 2.326
H -2.789 -1.698 1.550
H -2.811 1.114 0.339
H -4.191 0.050 0.560
H -0.600 -1.582 -3.119
H 1.459 -0.605 -4.061
H 1.786 1.847 -4.053
H -0.001 3.329 -3.202
H -2.071 2.358 -2.279
H -3.611 1.437 -4.028
H -5.664 2.554 -4.756
H -7.843 1.952 -3.722
H -7.952 0.232 -1.933
H -5.908 -0.896 -1.195
H -3.060 -1.976 -4.128
H -3.347 -4.342 -4.774
H -3.699 -6.060 -3.031
H -3.773 -5.414 -0.647
H -3.503 -3.058 0.006
*
```

Entry 3:
Here is the molecule C4H3NO in a non-equilibrium geometry from OMol25. Energies are from ωB97M-V/def2-TZVPD.

Results
DFT total energy (hartree): -283.93377
F_max (eV Å⁻¹): 4.5
Kohn-Sham gap (alpha / beta) (eV): 7.930 / 7.934

```
! wB97M-V def2-TZVPD RIJCOSX def2/J DEFGRID3
* xyz 0 1
O 1.050 -1.641 -0.673
C 0.437 0.270 0.142
C -0.740 0.859 -0.270
C -1.673 1.483 -0.685
C 0.972 -0.857 0.762
N 0.584 -0.613 1.916
H 0.605 -2.413 -0.321
H 1.265 0.938 0.168
H -2.505 2.015 -1.042
*
```